Computed, not measured: C19H15ClN7O6RhSe as an isolated structure in a non-equilibrium geometry, with ωB97M-V/def2-TZVPD.

Values from the calculation:
highest occupied orbital energy (spin up / spin down) = -12.7045 / -15.0184 eV
Kohn-Sham gap (spin up / spin down) = 6.08 / 5.63 eV
2S+1 = 5
LUMO (spin up / spin down) = -6.62 / -9.39 eV
total energy = -4539.14064 hartree
charge = +2

Each line ends with the Mulliken charge.
Atoms and positions in Å:
Rh (-0.04837, -0.40333, -1.22028)  0.269
O (-2.78615, -3.40001, 2.67967)  -0.575
C (-2.20412, -2.47665, 3.25464)  0.671
O (-2.37920, -2.32899, 4.53353)  -0.216
C (-1.40437, -1.47499, 2.56768)  -0.352
C (-0.76985, -0.31583, 3.00116)  0.824
Cl (-0.77137, 0.36045, 4.53838)  -0.085
N (-0.16576, 0.25192, 1.92769)  -0.145
N (-0.41582, -0.48764, 0.82661)  0.482
C (-1.15567, -1.51102, 1.18934)  -0.356
C (-1.62366, -2.40085, 0.09655)  1.047
O (-2.31864, -3.41273, 0.37361)  -0.539
O (-1.29469, -2.05756, -1.05719)  -0.456
C (0.47859, 1.51708, 1.80533)  -0.384
C (1.40118, 1.92710, 2.71158)  -0.054
C (1.92826, 3.23057, 2.63998)  -1.003
C (1.46005, 4.12606, 1.65079)  -0.599
C (0.56266, 3.74105, 0.71370)  -1.302
C (0.04199, 2.33548, 0.62224)  1.618
H (-2.60537, -3.41447, 1.39979)  0.357
H (1.72552, 1.26455, 3.50227)  0.524
H (2.66341, 3.54819, 3.36331)  0.457
H (1.83028, 5.14182, 1.64191)  0.494
H (0.22311, 4.42376, -0.05446)  0.579
H (0.46241, 1.91289, -0.29858)  -0.188
C (3.64575, -3.78030, -2.79460)  -0.908
N (3.65625, -2.60991, -1.89993)  -0.021
C (4.95211, -2.05428, -1.48998)  -0.874
C (2.55102, -2.12305, -1.46053)  0.539
N (1.54826, -1.68437, -1.06640)  -0.292
H (4.27844, -4.55538, -2.36496)  0.337
H (4.02484, -3.48810, -3.77235)  0.332
H (2.63052, -4.15651, -2.88864)  0.336
H (5.48936, -2.79002, -0.89409)  0.332
H (4.79342, -1.15185, -0.90598)  0.316
H (5.52585, -1.81125, -2.38193)  0.333
O (0.57995, 0.12756, -3.05255)  -0.147
O (1.10027, 0.92263, -2.20746)  -0.083
Se (-2.49985, 3.48756, 1.39558)  0.280
N (-3.85261, 3.13168, 0.30866)  -0.767
C (-3.46791, 2.24606, -0.62833)  0.571
C (-4.30523, 1.80289, -1.65509)  -0.586
C (-3.81569, 0.87127, -2.55650)  -0.858
C (-2.54167, 0.37794, -2.40257)  -0.362
N (-1.70389, 0.78229, -1.40743)  0.493
C (-2.12904, 1.73668, -0.56685)  0.675
N (-1.41198, 2.30025, 0.44456)  -0.118
H (-5.30902, 2.19766, -1.72525)  0.499
H (-4.42222, 0.50679, -3.37164)  0.446
H (-2.15130, -0.38305, -3.06499)  0.458